A structure of composition C16H4Br2F8NOPtSe. Source: the OMol25 dataset; level of theory: ωB97M-V/def2-TZVPD.

```
34
Properties=species:S:1:pos:R:3
Pt -0.16 -0.28 -0.67
Br 3.02 -1.74 3.30
C 1.17 -1.48 3.34
C 0.42 -1.85 4.44
C -0.95 -1.65 4.47
Br -1.89 -2.16 6.00
C -1.64 -1.05 3.36
C -3.03 -0.83 3.31
C -3.58 -0.24 2.20
C -2.75 0.12 1.14
N -1.45 -0.10 1.17
C -0.88 -0.67 2.25
C 0.57 -0.88 2.18
O 1.22 -0.54 1.18
H 0.91 -2.31 5.29
H -3.65 -1.13 4.14
H -4.64 -0.04 2.15
H -3.15 0.58 0.24
F 4.40 2.63 -5.20
C 3.33 2.41 -4.49
C 3.20 1.21 -3.80
F 4.16 0.31 -3.85
C 2.05 0.97 -3.07
F 1.95 -0.20 -2.43
C 1.02 1.91 -2.99
Se -0.60 1.66 -2.06
C 1.20 3.12 -3.68
F 0.24 4.04 -3.61
C 2.33 3.37 -4.43
F 2.47 4.51 -5.07
F -2.48 -1.93 -1.26
C -1.14 -2.09 -1.18
F -0.92 -2.92 -0.12
F -0.75 -2.73 -2.27
```

Summary:
HOMO level (alpha / beta): -11.269 / -12.758 eV
Multiplicity: 5
Charge: +1
Frontier orbital gap (alpha / beta): 7.115 / 6.339 eV
Largest force on an atom: 0.5 eV Å⁻¹

=====

A structure of composition C9H21INOP2SV. Source: the OMol25 dataset; level of theory: ωB97M-V/def2-TZVPD.

```
37
Properties=species:S:1:pos:R:3
C 1.89 0.66 -3.53
I 0.63 1.95 -2.15
H 1.21 0.28 -4.29
H 2.33 -0.09 -2.92
H 2.60 1.34 -4.03
V 0.83 0.29 -0.35
P 0.77 -2.01 -1.10
C 2.44 -2.72 -0.87
C -0.30 -3.24 -0.22
H -0.07 -4.27 -0.54
H 0.53 -3.44 -3.07
H -1.35 -3.03 -0.44
H -0.76 -2.20 -2.98
H 2.69 -2.71 0.20
H -0.16 -3.16 0.87
C 0.32 -2.38 -2.84
H 2.49 -3.74 -1.27
H 0.89 -1.74 -3.52
H 3.16 -2.08 -1.41
P -0.86 2.39 0.40
C 0.51 3.37 1.16
C -1.86 3.66 -0.59
H -2.92 1.54 1.32
H -2.49 3.13 2.03
H -1.67 1.61 2.60
C -2.10 2.15 1.73
H -2.71 3.11 -1.04
H -2.29 4.42 0.11
H 0.08 4.34 1.46
H 1.32 3.52 0.42
H -1.26 4.13 -1.40
H 0.90 2.81 2.03
C 2.24 0.29 0.89
O 2.99 0.02 1.75
S -1.47 -1.39 3.29
C -0.89 -0.81 1.93
N -0.51 -0.30 0.90
```

Summary:
HOMO level (alpha / beta): -19.178 / -19.318 eV
Multiplicity: 2
Charge: +3
Frontier orbital gap (alpha / beta): 5.400 / 5.360 eV
Largest force on an atom: 10.2 eV Å⁻¹

=====

A cluster of 4 separate species, C31H58N5O10 in total. Source: the OMol25 dataset; level of theory: ωB97M-V/def2-TZVPD.

```
104
Properties=species:S:1:pos:R:3
C -3.77 4.17 -0.05
C -2.74 4.19 -1.19
C -2.83 3.04 -2.19
C -4.25 2.60 -2.52
C -4.25 1.37 -3.47
C -5.19 0.26 -3.01
C -4.65 -0.53 -1.84
N -3.69 -1.56 -2.24
C -3.06 -1.72 -3.42
N -2.23 -2.76 -3.42
C -2.31 -3.28 -2.18
N -1.63 -4.32 -1.70
C -0.66 -5.20 -2.36
N -0.42 -4.92 -3.73
C 0.55 -3.84 -3.97
N -3.21 -2.56 -1.44
C -3.62 -2.78 -0.06
C -2.59 -2.33 0.99
C -1.91 -3.48 1.76
C -0.41 -3.23 2.03
C -0.18 -2.40 3.30
C -0.03 -0.90 3.04
C 1.36 -0.47 2.58
C 2.38 -0.51 3.73
C 3.14 0.80 3.91
C 4.53 0.80 3.26
O 4.52 0.11 2.04
C 5.68 -0.66 1.81
H -3.33 4.60 0.85
H -4.07 3.16 0.20
H -4.65 4.76 -0.29
H -2.82 5.15 -1.70
H -1.76 4.20 -0.73
H -2.37 3.38 -3.11
H -2.23 2.19 -1.86
H -4.72 3.42 -3.06
H -4.81 2.34 -1.63
H -4.54 1.69 -4.47
H -3.22 1.03 -3.57
H -6.11 0.73 -2.66
H -5.47 -0.38 -3.84
H -4.15 0.16 -1.16
H -5.47 -0.97 -1.27
H -3.23 -1.11 -4.28
H -1.80 -4.54 -0.73
H -1.02 -6.22 -2.27
H 0.27 -5.16 -1.78
H -0.11 -5.74 -4.23
H 0.34 -3.38 -4.94
H 0.42 -3.06 -3.22
H 1.58 -4.19 -3.97
H -3.84 -3.83 0.07
H -4.56 -2.26 0.10
H -1.86 -1.65 0.58
H -3.15 -1.77 1.73
H -2.38 -3.58 2.74
H -2.06 -4.44 1.27
H 0.10 -4.19 2.13
H 0.02 -2.75 1.15
H 0.67 -2.78 3.86
H -1.04 -2.53 3.95
H -0.26 -0.38 3.97
H -0.79 -0.60 2.32
H 1.70 -1.07 1.74
H 1.29 0.56 2.24
H 1.88 -0.77 4.67
H 3.10 -1.31 3.55
H 2.58 1.62 3.47
H 3.29 1.03 4.96
H 4.83 1.84 3.10
H 5.25 0.37 3.96
H 5.45 -1.45 1.11
H 6.49 -0.05 1.40
H 6.05 -1.14 2.72
C 3.94 -3.21 -0.37
C 5.15 -4.12 -0.42
O 4.56 -5.39 -0.74
C 3.38 -5.16 -1.35
O 2.71 -5.99 -1.88
O 3.03 -3.85 -1.27
H 4.15 -2.19 -0.70
H 3.49 -3.18 0.63
H 5.84 -3.85 -1.22
H 5.69 -4.18 0.52
C 1.94 5.36 -3.18
C 1.05 5.61 -1.99
O -0.24 5.77 -2.60
C -0.21 5.14 -3.80
O -1.17 4.94 -4.48
O 1.04 4.76 -4.12
H 2.77 4.70 -2.97
H 2.33 6.29 -3.62
H 1.01 4.76 -1.31
H 1.31 6.50 -1.43
C 1.30 4.90 4.99
C 2.70 4.31 4.99
O 2.89 3.97 3.61
C 2.07 4.75 2.87
O 2.11 4.84 1.68
O 1.20 5.42 3.66
H 1.17 5.69 5.72
H 0.53 4.14 5.13
H 3.46 5.03 5.28
H 2.79 3.42 5.61
```

Summary:
HOMO level: -11.208 eV
Charge: +1
Frontier orbital gap: 9.290 eV
Largest force on an atom: 1.6 eV Å⁻¹

=====

An isolated molecule of C4H7NO. Source: the OMol25 dataset; level of theory: ωB97M-V/def2-TZVPD.

```
13
Properties=species:S:1:pos:R:3
C 1.95 -0.29 0.42
C 0.65 0.42 0.13
O 0.54 1.63 0.28
C -0.51 -0.37 -0.41
C -1.89 -0.11 0.13
N -1.51 0.37 -1.18
H 2.72 0.08 -0.28
H 1.89 -1.38 0.31
H 2.29 -0.05 1.43
H -0.27 -1.36 -0.78
H -1.99 0.62 0.93
H -2.61 -0.91 0.14
H -1.26 1.36 -1.11
```

Summary:
HOMO level: -9.871 eV
ΔE to the lowest compared entry with this formula, charge and spin: 1.678 eV
SMILES string: CC(=O)[C@H]1CN1
Frontier orbital gap: 10.866 eV
Largest force on an atom: 0.4 eV Å⁻¹

=====

An isolated molecule of C22H14ClN5OS. Source: the OMol25 dataset; level of theory: ωB97M-V/def2-TZVPD.

```
44
Properties=species:S:1:pos:R:3
O -3.00 0.68 1.11
Cl 0.44 5.51 4.21
N 3.87 0.80 -2.98
N 4.95 0.18 -2.68
N 2.75 0.30 -2.33
S 2.29 -1.91 -0.74
C -1.80 0.92 0.96
C 3.23 -0.75 -1.70
C 0.76 -1.09 -0.54
C 0.36 -0.10 0.32
C 3.26 1.35 3.20
C 3.28 1.77 1.86
C 2.23 0.47 3.56
C -1.70 -2.84 -2.81
C -2.82 -2.18 -2.32
C -0.06 4.15 1.88
C -0.96 3.18 3.92
C 2.34 1.33 0.93
C 1.26 0.01 2.65
C -0.62 3.12 1.11
C -1.50 2.10 3.18
C -0.45 -2.51 -2.26
C -2.70 -1.18 -1.34
C -0.26 4.17 3.26
C 1.30 0.44 1.33
C -1.31 2.07 1.77
C -0.40 -1.56 -1.24
C -1.49 -0.85 -0.78
N 4.56 -0.82 -1.88
N -1.00 0.07 0.18
H 4.00 1.66 3.93
H 4.09 2.43 1.52
H 2.16 0.15 4.61
H -1.81 -3.59 -3.62
H -3.78 -2.42 -2.74
H 0.51 4.93 1.42
H -1.03 3.20 4.96
H 2.35 1.68 -0.09
H 0.49 -0.70 2.91
H -0.44 3.13 0.07
H -2.01 1.29 3.65
H 0.46 -2.97 -2.63
H -3.62 -0.74 -0.96
H 5.13 -1.60 -1.56
```

Summary:
HOMO level: -8.468 eV
ΔE to the lowest compared entry with this formula, charge and spin: 2.030 eV
SMILES string: O=C(c1ccc(Cl)cc1)n1c(-c2ccccc2)c(Sc2nnn[nH]2)c2ccccc21
Frontier orbital gap: 8.384 eV
Largest force on an atom: 3.4 eV Å⁻¹

=====

no.,DFT total energy (Ha)
1,-9209.45580
2,-2806.91260
3,-2241.95447
4,-286.56998
5,-2054.12950